{
  "formula": "C3H5NO3P",
  "method": "the ωB97M-V functional and the def2-TZVPD basis",
  "symbols": ["C", "C", "C", "N", "O", "O", "O", "P", "H", "H", "H", "H", "H"],
  "positions_angstrom": [[-0.59, -0.59, -0.55], [0.59, 0.53, 1.47], [-0.16, -0.19, -1.78], [0.66, 0.01, -2.72], [-1.23, -1.73, -0.38], [-0.87, 1.59, 3.45], [-0.61, 0.20, 0.56], [-0.18, 0.34, 3.24], [0.96, 1.52, 1.30], [1.42, -0.17, 1.19], [0.15, 0.43, -3.61], [1.56, -0.28, -2.71], [-1.69, -1.66, 0.54]],
  "nbo_charge": [0.6123, -0.4463, 0.2745, -0.5905, -0.6054, -0.9122, -0.5300, 1.3513, 0.2263, 0.2044, 0.4597, 0.4227, 0.5331],
  "smiles": "[NH2+]=C=C(O)OCP=O",
  "e_lumo_ev": -5.1,
  "homo_energy_ev": -13.41,
  "charge": 1,
  "e_tot_ev": -20102.48524,
  "e_above_lowest_kcal_mol": 79.6
}

---

{
  "formula": "C41H39AsF3N5NiS",
  "method": "the ωB97M-V functional and the def2-TZVPD basis",
  "symbols": ["Ni", "F", "C", "F", "F", "C", "C", "C", "C", "N", "C", "S", "H", "H", "H", "C", "C", "N", "C", "C", "C", "C", "C", "C", "C", "C", "N", "C", "N", "H", "H", "H", "H", "H", "H", "H", "H", "H", "C", "C", "C", "C", "C", "C", "As", "N", "C", "C", "C", "C", "C", "C", "C", "C", "C", "C", "C", "C", "C", "C", "C", "C", "C", "C", "H", "H", "H", "H", "H", "H", "H", "H", "H", "H", "H", "H", "H", "H", "H", "H", "H", "H", "H", "H", "H", "H", "H", "H", "H", "H", "H"],
  "positions_angstrom": [[-0.03, -1.38, 0.99], [4.79, -2.74, 2.53], [4.02, -3.73, 3.00], [3.97, -4.68, 2.06], [4.66, -4.26, 4.06], [2.64, -3.24, 3.38], [2.19, -3.38, 4.67], [0.92, -2.93, 5.02], [0.16, -2.34, 4.04], [0.59, -2.20, 2.79], [1.81, -2.64, 2.41], [2.14, -2.36, 0.74], [2.83, -3.84, 5.41], [0.54, -3.03, 6.03], [-0.84, -1.95, 4.24], [-3.55, -3.40, -0.44], [-2.72, -2.58, 0.28], [-1.41, -2.81, 0.39], [-0.89, -3.86, -0.24], [-1.64, -4.70, -1.06], [-3.00, -4.48, -1.13], [-0.96, -5.77, -1.82], [0.20, -5.67, -2.47], [1.04, -4.47, -2.71], [2.39, -4.62, -2.99], [3.13, -3.47, -3.19], [2.58, -2.26, -3.15], [1.28, -2.22, -2.90], [0.48, -3.25, -2.68], [-4.61, -3.19, -0.49], [-3.08, -1.69, 0.78], [0.17, -4.02, -0.12], [-3.63, -5.11, -1.74], [-1.44, -6.74, -1.81], [0.61, -6.58, -2.89], [2.85, -5.60, -3.03], [4.19, -3.52, -3.39], [0.82, -1.24, -2.88], [-0.14, 2.64, -6.18], [-0.10, 2.25, -4.73], [-1.16, 1.60, -4.13], [-1.15, 1.22, -2.79], [-2.35, 0.45, -2.30], [-0.03, 1.53, -2.01], [0.30, 1.04, -0.14], [-1.12, 0.18, 0.64], [-2.11, 0.80, 1.39], [-2.55, 0.21, 2.58], [-3.57, 0.78, 3.34], [-4.17, 1.96, 2.93], [-3.74, 2.56, 1.76], [-2.74, 2.00, 1.00], [0.46, 2.74, 0.81], [1.10, 2.63, 2.06], [1.47, 1.30, 2.67], [1.38, 3.78, 2.80], [1.03, 5.04, 2.34], [1.32, 6.27, 3.16], [0.38, 5.13, 1.12], [0.08, 4.01, 0.35], [-0.61, 4.29, -0.97], [1.08, 2.15, -2.61], [2.34, 2.46, -1.85], [1.02, 2.51, -3.95], [-1.12, 2.45, -6.61], [0.60, 2.08, -6.76], [0.09, 3.70, -6.31], [-2.04, 1.36, -4.72], [-3.27, 1.02, -2.49], [-2.30, 0.19, -1.25], [-2.44, -0.49, -2.87], [-2.07, -0.70, 2.91], [-3.88, 0.29, 4.25], [-4.96, 2.40, 3.53], [-4.20, 3.49, 1.43], [-2.42, 2.48, 0.08], [0.59, 0.65, 2.77], [1.88, 1.45, 3.67], [2.21, 0.76, 2.07], [1.87, 3.67, 3.76], [2.18, 6.11, 3.81], [0.47, 6.52, 3.79], [1.53, 7.13, 2.52], [0.09, 6.11, 0.75], [-1.20, 5.20, -0.88], [-1.27, 3.48, -1.28], [0.12, 4.43, -1.77], [2.75, 1.57, -1.37], [2.18, 3.21, -1.07], [3.10, 2.85, -2.53], [1.88, 2.99, -4.40]],
  "mulliken_spin": [1.7837, -0.0005, 0.0046, -0.0003, 0.0001, 0.0132, -0.0020, 0.0019, 0.0140, 0.0010, -0.0177, 0.0540, -0.0002, -0.0002, 0.0005, 0.0019, 0.0014, 0.0285, 0.0056, 0.0026, -0.0023, -0.0003, 0.0013, -0.0005, 0.0000, -0.0003, 0.0000, -0.0025, 0.0002, 0.0001, 0.0041, -0.0002, -0.0001, -0.0001, 0.0000, 0.0001, -0.0001, 0.0010, 0.0004, 0.0016, -0.0029, 0.0036, -0.0102, 0.0584, -0.0570, 0.0502, 0.0050, 0.0097, -0.0084, 0.0092, -0.0050, 0.0064, 0.0436, -0.0166, 0.0119, 0.0004, -0.0003, 0.0001, 0.0002, 0.0109, 0.0013, -0.0080, 0.0015, 0.0002, 0.0001, 0.0001, 0.0000, 0.0001, 0.0003, 0.0024, 0.0008, 0.0007, 0.0000, 0.0007, -0.0002, 0.0008, -0.0034, 0.0006, -0.0003, 0.0000, 0.0000, -0.0001, 0.0000, 0.0004, 0.0002, -0.0010, 0.0001, -0.0008, 0.0008, 0.0003, -0.0008],
  "e_lumo_ev": [-0.3, -0.3],
  "homo_energy_ev": [-7.04, -7.16],
  "charge": 0,
  "e_tot_ev": -171471.46099,
  "spin_multiplicity": 3,
  "s2": 2.009
}

---

{
  "formula": "C14H16N2O4S",
  "method": "the ωB97M-V functional and the def2-TZVPD basis",
  "symbols": ["O", "C", "N", "H", "C", "C", "C", "C", "C", "C", "C", "H", "O", "C", "O", "H", "H", "H", "H", "H", "H", "C", "N", "C", "H", "H", "C", "H", "O", "C", "H", "C", "H", "H", "H", "H", "S"],
  "positions_angstrom": [[-1.05, -1.52, 0.87], [-0.90, -0.63, 0.05], [0.15, -0.55, -0.79], [0.23, 0.31, -1.33], [1.29, -1.43, -0.70], [2.54, -0.69, -0.28], [2.48, 0.22, 0.76], [3.61, 0.92, 1.19], [4.79, 0.65, 0.54], [4.85, -0.27, -0.51], [3.74, -0.95, -0.94], [3.81, -1.66, -1.75], [6.14, -0.34, -0.97], [6.88, 0.56, -0.19], [6.03, 1.18, 0.75], [7.34, 1.33, -0.84], [7.68, 0.02, 0.34], [3.56, 1.63, 1.99], [1.54, 0.40, 1.25], [1.45, -1.91, -1.67], [1.03, -2.19, 0.03], [-1.87, 0.51, -0.10], [-3.13, 0.34, 0.29], [-3.70, -0.94, 0.68], [-3.44, -1.17, 1.72], [-3.27, -1.72, 0.06], [-5.22, -0.91, 0.50], [-5.60, -1.93, 0.42], [-5.56, -0.27, -0.71], [-5.22, 1.10, -0.71], [-4.91, 1.33, -1.73], [-4.09, 1.42, 0.28], [-4.49, 1.55, 1.29], [-3.59, 2.34, -0.02], [-6.10, 1.71, -0.46], [-5.71, -0.43, 1.35], [-1.29, 1.96, -0.66]],
  "nbo_charge": [-0.6226, 0.6090, -0.5879, 0.4288, -0.2457, -0.0362, -0.2059, -0.2460, 0.2148, 0.3034, -0.2862, 0.2235, -0.4916, 0.2368, -0.4767, 0.1572, 0.1567, 0.2296, 0.2210, 0.2016, 0.2428, 0.0633, -0.3594, -0.2371, 0.2198, 0.2236, -0.0816, 0.2088, -0.5224, -0.0696, 0.1948, -0.2741, 0.2022, 0.2643, 0.1745, 0.1611, -0.1942],
  "smiles": "O=C(NCc1ccc2c(c1)OCO2)C(=S)N1CCOCC1",
  "e_lumo_ev": 0.1,
  "homo_energy_ev": -8.07,
  "charge": 0,
  "e_tot_ev": -36782.29655,
  "e_above_lowest_kcal_mol": 48.2
}

---

{
  "formula": "C2H6N4",
  "method": "the ωB97M-V functional and the def2-TZVPD basis",
  "symbols": ["C", "C", "N", "N", "N", "N", "H", "H", "H", "H", "H", "H"],
  "positions_angstrom": [[1.57, -0.10, 0.99], [-1.86, 0.09, -0.98], [-2.31, -0.37, -0.02], [0.49, 0.30, 0.92], [2.67, -0.54, 1.39], [-1.42, 0.48, -2.08], [-2.93, -0.88, 0.69], [-0.19, 1.05, 1.00], [2.91, -0.43, 2.42], [3.49, -0.72, 0.82], [-0.75, 1.24, -2.28], [-1.67, -0.14, -2.86]],
  "nbo_charge": [0.7940, 0.7530, -0.4913, -0.5142, -0.7597, -0.7819, 0.5457, 0.4861, 0.5036, 0.4893, 0.4872, 0.4883],
  "e_lumo_ev": -8.5,
  "homo_energy_ev": -20.44,
  "charge": 2,
  "e_tot_ev": -8111.62923,
  "e_above_lowest_kcal_mol": 24.2
}

---

{
  "formula": "C10H10F3N7O4",
  "method": "the ωB97M-V functional and the def2-TZVPD basis",
  "symbols": ["O", "N", "O", "C", "C", "C", "N", "O", "O", "C", "N", "N", "N", "N", "C", "H", "H", "C", "C", "N", "C", "C", "F", "F", "F", "C", "H", "H", "H", "H", "H", "H", "H", "H"],
  "positions_angstrom": [[-2.35, 2.39, 2.29], [-1.14, 2.19, 2.54], [-0.37, 3.09, 2.94], [-0.58, 0.87, 2.32], [0.81, 0.64, 2.33], [1.36, -0.46, 1.66], [2.77, -0.41, 1.46], [3.46, 0.37, 2.13], [3.31, -1.15, 0.56], [0.50, -1.29, 0.69], [-0.84, -1.21, 1.26], [-1.69, -2.27, 1.20], [-2.78, -1.91, 1.83], [-2.66, -0.65, 2.31], [-1.44, -0.21, 1.98], [1.46, 1.36, 2.80], [0.50, -0.66, -0.23], [1.20, -3.86, -1.65], [0.24, -2.83, -1.09], [0.67, -2.60, 0.38], [2.01, -3.32, 0.62], [1.98, -4.07, 1.92], [3.12, -4.78, 2.14], [1.79, -3.22, 2.98], [0.92, -4.95, 1.93], [2.26, -4.18, -0.59], [0.66, -4.76, -1.95], [1.68, -3.46, -2.55], [0.31, -1.86, -1.60], [-0.81, -3.14, -1.05], [-0.07, -3.13, 0.88], [2.71, -2.43, 0.65], [2.25, -5.24, -0.31], [3.26, -3.93, -0.96]],
  "nbo_charge": [-0.3732, 0.5121, -0.4081, -0.1313, -0.0588, -0.0965, 0.4974, -0.3690, -0.5097, 0.1267, -0.2134, -0.1656, -0.0087, -0.2586, 0.3428, 0.2949, 0.2136, -0.4387, -0.1979, -0.4190, -0.2068, 0.9737, -0.3031, -0.3173, -0.3368, -0.4085, 0.2361, 0.2372, 0.2243, 0.2506, 0.5010, 0.3304, 0.2374, 0.2427],
  "e_lumo_ev": -1.3,
  "homo_energy_ev": -8.66,
  "charge": 0,
  "e_tot_ev": -37296.05946,
  "e_above_lowest_kcal_mol": 38.1
}

---

{
  "formula": "C26H32N7PtS",
  "method": "the ωB97M-V functional and the def2-TZVPD basis",
  "symbols": ["Pt", "C", "C", "C", "N", "C", "C", "C", "C", "C", "C", "C", "N", "C", "C", "C", "N", "C", "C", "C", "C", "C", "C", "C", "N", "C", "C", "H", "H", "H", "H", "H", "H", "H", "H", "H", "H", "H", "H", "H", "H", "H", "H", "H", "H", "H", "H", "H", "H", "H", "H", "H", "H", "S", "C", "N", "C", "N", "C", "C", "N", "H", "H", "H", "H", "H", "H"],
  "positions_angstrom": [[-0.37, -0.69, -0.51], [-1.65, -3.11, 1.32], [-0.35, -3.90, 1.29], [0.70, -3.31, 0.34], [0.99, -1.91, 0.70], [2.16, -1.28, 0.34], [2.87, -0.59, 1.29], [4.13, 0.05, 1.19], [5.03, 0.00, 0.18], [4.87, -0.63, -1.08], [3.73, -1.08, -1.66], [2.42, -1.13, -1.08], [1.32, -1.03, -1.77], [1.34, -0.65, -3.19], [0.06, 0.03, -3.62], [-0.29, 1.24, -2.76], [-1.12, 0.87, -1.63], [-2.31, 1.32, -1.31], [-3.07, 2.12, -2.19], [-4.25, 2.82, -2.01], [-5.02, 2.98, -0.87], [-4.80, 2.36, 0.34], [-3.85, 1.41, 0.70], [-2.78, 0.84, -0.01], [-2.09, -0.17, 0.52], [-2.48, -0.76, 1.80], [-1.54, -1.87, 2.22], [-2.47, -3.75, 1.67], [-1.91, -2.82, 0.31], [-0.53, -4.93, 0.96], [0.06, -3.95, 2.30], [0.37, -3.43, -0.69], [1.62, -3.90, 0.44], [2.39, -0.60, 2.26], [4.45, 0.56, 2.09], [5.99, 0.46, 0.38], [5.76, -0.67, -1.70], [3.81, -1.42, -2.68], [1.47, -1.55, -3.80], [2.20, 0.00, -3.38], [-0.75, -0.68, -3.56], [0.17, 0.34, -4.66], [-0.76, 2.00, -3.39], [0.62, 1.70, -2.35], [-2.66, 2.18, -3.19], [-4.59, 3.36, -2.89], [-5.87, 3.64, -0.94], [-5.50, 2.62, 1.13], [-3.95, 1.06, 1.71], [-3.50, -1.16, 1.72], [-2.47, 0.01, 2.58], [-1.76, -2.15, 3.26], [-0.53, -1.48, 2.20], [-1.45, -4.53, -2.28], [-1.48, -2.98, -2.01], [-1.53, -1.80, -1.79], [2.22, 3.81, 1.93], [1.54, 2.58, 2.33], [1.68, 2.13, 3.71], [0.95, 1.82, 1.44], [0.41, 1.18, 0.65], [1.84, 4.64, 2.52], [2.04, 4.01, 0.88], [3.30, 3.72, 2.10], [1.36, 2.92, 4.38], [2.73, 1.90, 3.93], [1.07, 1.25, 3.88]],
  "nbo_charge": [1.4437, -0.4103, -0.3976, -0.2314, -0.6714, 0.1744, -0.1773, -0.1696, -0.2285, -0.1240, -0.2621, 0.2621, -0.4870, -0.2365, -0.4312, -0.2344, -0.4913, 0.2217, -0.2791, -0.1184, -0.2857, -0.0457, -0.3473, 0.3136, -0.5260, -0.2351, -0.4179, 0.2192, 0.2020, 0.2226, 0.2045, 0.1868, 0.1995, 0.2236, 0.2156, 0.2289, 0.2315, 0.2376, 0.2213, 0.2003, 0.2479, 0.2325, 0.2195, 0.1966, 0.2142, 0.2233, 0.2248, 0.2117, 0.2228, 0.2068, 0.1918, 0.2187, 0.2310, 0.0600, 0.1588, -0.6365, -0.3949, -0.4535, -0.3973, 0.5943, -0.4864, 0.2188, 0.2279, 0.2099, 0.2213, 0.2065, 0.2286],
  "e_lumo_ev": [-4.2, -4.2],
  "homo_energy_ev": [-9.96, -9.96],
  "charge": 1,
  "e_tot_ev": -51984.15688,
  "e_above_lowest_kcal_mol": 51.3
}